(1)
Entry from the OMol25 dataset: C2H3F2NO2 in the gas phase in a non-equilibrium geometry (ωB97M-V/def2-TZVPD).

Last column: Löwdin charge in e.
Geometry (Å):
1 C -0.025 -0.055 -0.016  0.098
2 C -0.473 -1.121 -1.250  -0.431
3 F 0.474 -1.858 -1.734  0.183
4 F -1.458 -1.955 -0.879  0.130
5 N -1.071 -0.133 -2.349  -0.309
6 O -2.071 0.535 -2.080  0.081
7 O -0.462 -0.072 -3.394  0.104
8 H 0.803 0.471 -0.239  0.048
9 H -0.759 0.582 0.291  0.054
10 H 0.298 -0.563 0.786  0.041

Properties
energy relative to the best compared isomer or geometry (same formula, charge and spin): 227.4 kJ/mol
strongest force on any atom: 5.40 eV/A
HOMO-LUMO gap: 11.42 eV
SMILES: CC(F)(F)[N+](=O)[O-]


(2)
Entry from the OMol25 dataset: a molecular structure, C19H28MoNO5 in a non-equilibrium geometry (ωB97M-V/def2-TZVPD).

Last column: Löwdin spin population.
Geometry (Å):
1 O 0.673 0.612 -1.757  0.020
2 C -0.216 0.413 -2.929  0.000
3 C -0.041 1.832 -3.432  0.000
4 H -1.215 0.137 -2.575  0.000
5 H 0.200 -0.343 -3.609  0.000
6 C 1.057 1.905 -2.359  0.001
7 H -0.888 2.482 -3.210  0.000
8 H 0.379 1.949 -4.432  0.000
9 C 0.965 3.109 -1.454  0.000
10 H -0.059 3.315 -1.121  0.000
11 H 1.296 3.977 -2.048  0.000
12 H 1.650 2.991 -0.604  0.000
13 C 2.453 1.802 -2.965  0.001
14 H 2.521 0.993 -3.704  0.000
15 H 3.193 1.646 -2.165  0.000
16 H 2.687 2.747 -3.479  0.000
17 Mo 1.169 -1.001 0.414  2.026
18 C 1.684 -3.142 0.816  -0.007
19 C 0.271 -2.932 0.941  -0.002
20 C -0.228 -2.517 -0.357  0.056
21 H -0.337 -3.116 1.826  0.002
22 C 0.893 -2.488 -1.275  0.012
23 C 2.079 -2.852 -0.535  0.037
24 H 3.083 -2.986 -0.922  0.008
25 H 2.345 -3.580 1.557  0.001
26 H -1.273 -2.384 -0.606  0.006
27 H 0.818 -2.365 -2.349  0.000
28 C 1.507 -1.071 3.236  -0.114
29 C 2.508 -0.569 2.333  -0.005
30 C 1.980 0.676 1.770  -0.012
31 H 3.526 -0.955 2.232  0.006
32 C 0.580 0.739 2.162  -0.025
33 C 0.338 -0.308 3.117  -0.020
34 H -0.573 -0.416 3.709  0.001
35 H 1.639 -1.840 3.992  -0.003
36 H 2.546 1.434 1.230  0.003
37 H -0.098 1.559 1.950  0.001
38 O -2.301 2.438 -0.934  0.000
39 C -1.685 1.629 0.078  0.002
40 C -2.484 0.325 0.188  0.008
41 H -1.710 2.233 0.991  0.000
42 H -0.624 1.501 -0.160  0.001
43 C -3.715 0.546 -0.737  0.002
44 H -2.778 0.136 1.222  0.000
45 H -1.869 -0.526 -0.118  0.006
46 C -3.723 2.076 -0.862  0.001
47 H -4.640 0.139 -0.316  0.000
48 H -3.547 0.120 -1.740  0.000
49 H -4.198 2.493 0.043  0.000
50 H -4.257 2.467 -1.735  0.000
51 O -0.933 -4.306 6.171  -0.002
52 N -0.397 -3.765 5.178  0.000
53 O 0.864 -3.660 5.101  0.001
54 O -1.114 -3.301 4.232  -0.011

Properties
strongest force on any atom: 4.04 eV/A
multiplicity: 3
net charge: +1
HOMO-LUMO gap (alpha / beta): 3.26 / 3.68 eV
expectation value of S²: 2.14


(3)
Entry from the OMol25 dataset: a molecular structure, C5H7KNaO3 in a non-equilibrium geometry (ωB97M-V/def2-TZVPD).

Last column: Löwdin spin population.
Geometry (Å):
1 C -4.162 1.526 -0.496  0.000
2 C -4.472 0.318 -0.472  0.000
3 H -4.466 2.558 -0.393  0.000
4 H -5.348 -0.259 -0.742  0.000
5 H -2.589 -0.408 0.481  0.000
6 O -1.743 1.905 0.473  0.009
7 K -0.373 -2.510 1.817  0.014
8 O -1.477 -0.314 0.881  0.019
9 C -1.044 0.894 0.678  0.021
10 O 0.260 1.065 0.552  0.123
11 C 1.095 0.063 0.075  0.629
12 C 2.514 0.242 0.428  0.099
13 H 0.746 -0.423 -0.843  0.035
14 H 2.881 1.211 0.044  0.033
15 H 3.091 -0.607 0.044  0.000
16 H 2.654 0.273 1.518  0.018
17 Na -0.887 4.044 0.687  0.001

Properties
strongest force on any atom: 4.26 eV/A
multiplicity: 2
net charge: +2
HOMO-LUMO gap (alpha / beta): 8.42 / 9.70 eV
expectation value of S²: 0.75


(4)
Entry from the OMol25 dataset: 3 unconnected molecules or ions with the total composition C4H8N4S in a non-equilibrium geometry (ωB97M-V/def2-TZVPD).

Last column: Löwdin charge in e.
Geometry (Å):
1 C 5.048 -4.044 -0.007  -0.625
2 C 6.685 -2.225 -1.695  -0.512
3 C -3.699 0.050 1.611  -0.264
4 C -2.268 3.633 -0.965  -0.258
5 N 6.858 -1.702 -2.728  -0.265
6 N -3.082 1.888 0.387  -0.220
7 N -4.099 1.338 0.997  -0.207
8 N -3.401 2.980 -0.252  -0.234
9 S 4.441 -5.102 1.093  0.455
10 H 4.909 -4.294 -1.039  -0.039
11 H 5.529 -3.048 0.338  -0.014
12 H -2.768 -0.381 1.242  0.031
13 H -3.712 0.029 2.720  0.027
14 H -4.499 -0.664 1.352  0.023
15 H -1.390 3.770 -0.236  0.045
16 H -1.957 3.081 -1.843  0.026
17 H -2.595 4.693 -0.976  0.031

Properties
energy relative to the best compared isomer or geometry (same formula, charge and spin): 0.0 kJ/mol
strongest force on any atom: 3.69 eV/A
net charge: -2
HOMO-LUMO gap: 5.24 eV